Molecular formula: C40H39BBrFeN9O3PSe2
Method: DFT, ωB97M-V/def2-TZVPD

Geometry (Å):
Fe -0.4792 0.1616 -0.1194
C -1.6180 -1.8559 -2.9801
C -0.2776 -1.1992 -2.9502
C 0.6687 -1.2129 -3.9828
C 1.7499 -0.5148 -3.4909
N 1.4558 -0.1214 -2.2427
N 0.2183 -0.5313 -1.9001
B 2.2772 0.7945 -1.2948
N 1.4774 2.1047 -1.1229
C 1.7701 3.3981 -1.3390
C 0.6829 4.1491 -0.9525
C -0.2650 3.2269 -0.4864
C -1.6265 3.5405 0.0385
N 0.2271 1.9931 -0.5961
N 2.4017 0.1488 0.1007
C 3.4640 0.0934 0.9273
C 3.0191 -0.2645 2.1746
C 1.6228 -0.3874 2.0535
C 0.6548 -0.6804 3.1484
N 1.2713 -0.1373 0.7949
N 3.6579 0.9497 -1.9159
C 4.5720 -0.0451 -2.0150
C 5.5708 0.3797 -2.8544
C 5.1729 1.6734 -3.2498
C 5.8836 2.6257 -4.1574
N 4.0177 1.9988 -2.6937
H -1.9920 -1.8676 -4.0042
H -2.3397 -1.3560 -2.3399
H -1.5431 -2.8893 -2.6348
H 0.5650 -1.6716 -4.9510
H 2.6963 -0.2642 -3.9409
H 2.7208 3.6706 -1.7582
H 0.5810 5.2198 -0.9841
H -1.7258 4.6182 0.1577
H -1.7900 3.0611 1.0005
H -2.4053 3.2041 -0.6478
H 4.4533 0.3321 0.5783
H 3.6035 -0.4067 3.0670
H 1.1713 -1.1837 3.9667
H -0.1694 -1.2998 2.8046
H 0.2072 0.2439 3.5118
H 4.4328 -0.9799 -1.4967
H 6.4596 -0.1555 -3.1414
H 6.7952 2.1756 -4.5470
H 6.1540 3.5397 -3.6283
H 5.2518 2.9051 -5.0008
Se -1.5410 -2.2084 0.4710
P -0.0481 -3.7332 0.5453
Se 1.2828 -3.3912 -1.1485
C -0.7872 -5.3788 0.3922
C -2.1629 -5.5610 0.4448
C -2.6892 -6.8450 0.3780
C -1.8459 -7.9377 0.2572
C -0.4689 -7.7545 0.2029
C 0.0606 -6.4788 0.2739
C 0.8844 -3.8333 2.0895
C 2.2500 -3.6026 2.1548
C 2.9049 -3.7009 3.3762
C 2.1952 -4.0194 4.5220
C 0.8233 -4.2422 4.4568
C 0.1677 -4.1525 3.2435
H -2.8159 -4.7018 0.5272
H -3.7610 -6.9871 0.4184
H -2.2593 -8.9364 0.2038
H 0.1906 -8.6067 0.1070
H 1.1352 -6.3372 0.2396
H 2.7978 -3.3246 1.2635
H 3.9698 -3.5159 3.4283
H 2.7072 -4.0893 5.4730
H 0.2668 -4.4816 5.3531
H -0.9023 -4.3193 3.1910
Br -7.3282 0.0472 -1.7621
C -5.8146 0.2264 -0.6346
C -4.5714 0.3817 -1.2126
C -3.4525 0.5095 -0.3944
C -3.5659 0.5020 0.9973
C -4.8425 0.3361 1.5292
C -5.9706 0.1918 0.7405
C -2.4250 0.7437 1.9924
O -2.7381 0.8949 3.1664
O -1.2303 0.8324 1.5457
H -4.4596 0.3967 -2.2877
H -2.2491 0.9150 -1.9578
H -4.9181 0.3449 2.6082
H -6.9491 0.0676 1.1810
O -2.2323 0.6228 -0.9893
N -1.9837 1.4489 -3.5373
C -2.6090 0.9660 -4.6109
C -2.1621 1.1793 -5.9028
C -1.0100 1.9286 -6.0891
C -0.3590 2.4392 -4.9794
C -0.8794 2.1744 -3.7238
H -3.5016 0.3784 -4.4280
H -2.7073 0.7645 -6.7389
H -0.6283 2.1109 -7.0852
H 0.5436 3.0273 -5.0698
H -0.3962 2.5515 -2.8329

Cartesian forces, eV/Å:
Fe 0.031 -0.147 -0.070
C 0.010 -0.021 0.019
C -0.016 -0.014 0.021
C 0.018 0.042 0.001
C 0.011 0.000 -0.024
N -0.015 -0.026 0.045
N -0.060 0.102 0.041
B -0.017 -0.003 -0.024
N -0.020 0.029 -0.030
C -0.009 -0.032 0.022
C 0.021 0.008 0.015
C 0.021 -0.001 0.047
C 0.003 -0.006 0.009
N -0.015 -0.019 -0.002
N 0.003 -0.025 -0.006
C 0.005 0.025 -0.008
C -0.043 0.016 0.037
C -0.014 0.065 -0.026
C 0.023 0.022 0.007
N -0.022 -0.129 -0.034
N 0.032 -0.023 0.012
C 0.016 0.012 0.005
C -0.013 -0.009 0.019
C -0.014 0.005 -0.008
C -0.005 0.000 0.001
N -0.038 0.038 -0.004
H 0.003 -0.002 -0.007
H 0.013 -0.013 -0.013
H -0.015 0.010 -0.012
H 0.003 -0.005 -0.009
H 0.008 -0.001 -0.005
H 0.019 0.008 -0.017
H 0.000 0.016 -0.003
H 0.000 0.004 -0.006
H 0.005 0.009 -0.013
H -0.002 -0.005 0.015
H 0.010 0.001 -0.013
H 0.012 0.003 0.008
H -0.004 -0.009 -0.009
H -0.008 0.009 -0.010
H 0.008 0.000 0.020
H 0.003 -0.012 0.006
H 0.009 -0.007 -0.002
H 0.000 -0.001 -0.004
H 0.005 0.000 0.001
H -0.001 0.004 0.001
Se 0.030 0.064 -0.029
P 0.024 -0.042 0.007
Se -0.017 0.024 0.015
C -0.053 0.018 0.046
C 0.013 -0.004 -0.055
C -0.004 0.006 -0.002
C 0.001 0.003 -0.002
C -0.001 -0.004 -0.007
C 0.026 -0.006 0.020
C 0.011 0.003 -0.015
C 0.000 0.012 0.004
C 0.007 0.001 0.003
C -0.004 -0.003 -0.003
C 0.006 -0.014 -0.001
C 0.005 -0.033 0.006
H -0.003 0.005 0.010
H -0.003 0.001 0.001
H -0.001 -0.003 0.000
H 0.001 -0.007 0.000
H -0.002 0.002 0.010
H -0.003 0.003 -0.001
H 0.003 0.003 0.000
H 0.001 0.000 0.002
H 0.000 0.001 0.004
H -0.003 0.007 -0.002
Br 0.001 -0.001 0.002
C 0.001 -0.001 0.009
C -0.006 -0.015 0.012
C -0.025 -0.020 0.008
C -0.001 -0.027 0.006
C 0.003 -0.004 -0.003
C 0.004 0.001 -0.014
C -0.021 0.092 -0.061
O -0.011 -0.040 0.044
O 0.035 0.009 0.012
H 0.003 0.005 -0.032
H -0.056 0.038 0.090
H 0.001 0.002 0.003
H -0.005 0.000 0.001
O 0.071 0.090 -0.066
N -0.013 -0.067 0.017
C 0.007 0.006 -0.020
C -0.003 0.011 0.012
C -0.006 -0.007 -0.001
C 0.004 -0.011 -0.013
C 0.017 0.003 0.001
H -0.006 -0.003 0.010
H -0.003 -0.003 -0.006
H 0.003 -0.001 -0.005
H 0.004 -0.001 0.002
H 0.007 -0.004 -0.013

Results
HOMO-LUMO gap (spin up / spin down)	0.302 / 0.193	hartree
ΔE to the lowest compared entry with this formula, charge and spin	0.0	kcal per mole
2S+1	2
total energy	-11273.236724	Ha
total charge	0

Mulliken population analysis, charges in e, atoms 1 to 8: number 1, Fe, carries -0.552; number 2, C, carries -1.186; number 3, C, carries 0.066; number 4, C, carries -1.865; number 5, C, carries -0.312; number 6, N, carries 1.751; number 7, N, carries 0.748; number 8, B, carries -0.536



Molecular formula: C4H8O3
Method: DFT, ωB97M-V/def2-TZVPD

Geometry (Å):
C -2.4365 0.5513 -0.1772
O -1.9200 -0.7524 -0.0871
C -0.7300 -0.8856 0.6355
C 0.5356 -0.4676 -0.0897
O 0.8936 -1.2014 -0.9845
O 1.2937 0.5205 0.3884
C 2.6112 0.5018 -0.1896
H -3.3857 0.4717 -0.7146
H -1.7640 1.2175 -0.7357
H -2.6268 0.9886 0.8146
H -0.8286 -0.4886 1.6667
H -0.4458 -1.9407 0.4607
H 2.9658 -0.5301 -0.2534
H 2.5901 0.9202 -1.1985
H 3.2473 1.0948 0.4644

Cartesian forces, eV/Å:
C -0.093 0.307 -0.033
O -0.021 -0.027 -0.124
C 0.167 -0.303 -0.207
C 0.251 -0.323 -0.671
O 0.215 0.648 -0.248
O -0.103 -0.123 0.037
C 0.274 0.116 -0.059
H 0.190 0.064 0.093
H -0.067 -0.053 0.068
H 0.072 -0.084 -0.092
H 0.219 -0.438 -0.413
H -0.978 -0.015 1.501
H 0.011 0.235 0.049
H -0.010 -0.022 0.149
H -0.129 0.018 -0.049

Results
HOMO-LUMO gap	0.400	hartree
ΔE to the lowest compared entry with this formula, charge and spin	47.5	kcal per mole
total energy	-382.889061	Ha
total charge	0

natural (NBO) population analysis, charges in e, atoms 1 to 8: number 1, C, carries -0.252; number 2, O, carries -0.511; number 3, C, carries -0.170; number 4, C, carries 0.744; number 5, O, carries -0.601; number 6, O, carries -0.490; number 7, C, carries -0.268; number 8, H, carries 0.198



Molecular formula: C3H7N2S
Method: DFT, ωB97M-V/def2-TZVPD

Geometry (Å):
C 1.2363 0.7459 0.7213
C 0.1029 -1.0805 -0.5440
C -0.7340 0.1675 -0.4276
N 0.0555 1.1468 0.3105
N 1.6043 -0.4326 0.3603
S -2.3097 -0.1678 0.5127
H 1.8520 1.4072 1.3203
H -0.1989 -1.9192 0.0693
H 0.4723 -1.3438 -1.5273
H -1.0100 0.5937 -1.3945
H -0.3453 2.0442 0.5487
H 2.4005 -0.9995 0.5877
H -3.1258 -0.1618 -0.5372

Cartesian forces, eV/Å:
C 0.585 0.138 0.295
C 3.244 1.038 1.677
C -1.147 0.106 0.264
N -0.282 0.181 -0.032
N -3.447 -1.605 -2.225
S 0.649 0.155 -0.030
H 0.027 -0.009 0.019
H -0.046 -0.012 -0.036
H 0.001 0.023 -0.006
H 0.126 -0.200 0.063
H 0.122 -0.095 0.022
H 0.262 0.248 0.259
H -0.095 0.034 -0.271

Results
HOMO-LUMO gap	0.374	hartree
ΔE to the lowest compared entry with this formula, charge and spin	27.1	kcal per mole
total energy	-625.929053	Ha
total charge	+1

natural (NBO) population analysis, charges in e, atoms 1 to 8: number 1, C, carries 0.363; number 2, C, carries -0.129; number 3, C, carries -0.225; number 4, N, carries -0.535; number 5, N, carries -0.550; number 6, S, carries 0.011; number 7, H, carries 0.251; number 8, H, carries 0.249